[1]
Here is a molecular structure, C26H30BaClNO5SSe2Te from OMol25. Energies are from ωB97M-V with the def2-TZVPD basis set.

- maximum force (eV/A) = 2.65
- molar mass (u) = 926.90
- net charge = -2
- energy above the lowest of the compared OMol25 structures with the same formula, charge and spin (kJ/mol) = 67.0
- orbital gap (eV) = 4.66
- electronic energy (hartree) = -7394.53680

Atoms and positions in Å:
Ba -1.36 -1.17 -0.74
O -1.75 -1.86 3.87
C -1.94 -1.44 2.71
O -1.87 -2.19 1.68
C -2.25 0.03 2.44
C -3.14 0.76 3.20
C -3.58 1.96 2.61
C -2.94 2.55 1.56
C -1.66 1.95 1.11
N -1.62 0.52 1.36
C -1.54 2.20 -0.42
O -1.42 3.32 -0.90
O -1.50 1.16 -1.09
H -3.71 0.29 3.99
H -4.44 2.40 3.11
H -3.28 3.45 1.10
C 2.96 -3.78 0.93
Se 1.12 -3.45 1.11
C 0.93 -3.37 3.02
C 1.73 -2.27 3.74
Se 1.38 -0.42 3.51
C 2.29 -0.17 1.86
H 3.34 -4.43 1.71
H 3.56 -2.85 0.99
H 3.10 -4.28 -0.07
H 1.13 -4.33 3.49
H -0.13 -3.17 3.10
H 2.82 -2.44 3.59
H 1.53 -2.36 4.84
H 3.31 -0.64 1.85
H 2.45 0.87 1.73
H 1.73 -0.52 1.02
Cl 0.32 8.61 1.74
C 0.09 6.90 1.65
C -1.00 6.37 2.29
C -1.14 5.01 2.37
C -0.24 4.09 1.81
C -0.40 2.62 1.79
C 0.90 4.67 1.23
C 1.08 6.05 1.10
H -1.73 6.94 2.75
H -1.98 4.67 2.99
H -0.49 2.23 2.80
H 0.43 2.06 1.29
H 1.63 3.98 0.77
H 1.94 6.42 0.56
Te -2.70 -2.67 -3.51
C -1.83 -4.40 -4.22
C -1.42 -4.48 -5.54
C -0.70 -5.54 -6.10
C -0.45 -6.60 -5.28
C -0.83 -6.60 -3.97
C -1.57 -5.53 -3.44
H -1.81 -3.66 -6.15
H -0.36 -5.47 -7.12
H 0.02 -7.54 -5.64
H -0.63 -7.43 -3.27
H -1.97 -5.58 -2.45
C 0.68 1.60 -2.87
S 2.21 1.88 -1.98
C 3.01 2.42 -3.49
O 2.82 0.58 -1.63
H 0.22 2.52 -3.24
H 0.02 1.03 -2.22
H 1.01 0.89 -3.64
H 2.44 3.19 -4.04
H 3.20 1.55 -4.09
H 3.97 2.89 -3.29

Mulliken population analysis, charges in e, atoms 1 to 4: atom 1 (Ba): 1.479, atom 2 (O): -0.755, atom 3 (C): -0.029, atom 4 (O): -0.742

***

[2]
Here is a molecular structure, C26H30BrHgN7OS from OMol25. Energies are from ωB97M-V with the def2-TZVPD basis set.

- maximum force (eV/A) = 0.20
- molar mass (u) = 769.13
- net charge = -1
- 2S+1 = 2
- energy above the lowest of the compared OMol25 structures with the same formula, charge and spin (kJ/mol) = 8.4
- orbital gap (spin up / spin down) (eV) = 5.49 / 7.11
- electronic energy (hartree) = -4592.95942

Atoms and positions in Å:
Hg -1.67 1.25 0.37
C -1.09 5.79 0.85
C -1.66 4.43 0.56
N -1.16 3.34 1.16
N 0.05 3.46 1.78
C 0.63 2.42 2.37
N 1.95 2.61 2.73
S -0.15 0.97 2.69
C -2.74 4.21 -0.35
C -3.48 5.26 -0.96
C -4.51 4.96 -1.81
C -4.82 3.62 -2.09
C -4.06 2.65 -1.47
N -3.07 2.91 -0.63
H -0.99 5.95 1.92
H -1.71 6.58 0.45
H -0.10 5.92 0.40
H 0.65 4.24 1.51
H 2.51 3.12 2.06
H 2.38 1.74 3.01
H -3.25 6.29 -0.74
H -5.07 5.76 -2.27
H -5.62 3.34 -2.77
H -4.26 1.60 -1.66
C 5.65 -0.86 0.13
C 4.63 -1.98 0.24
C 5.01 -3.08 -0.76
C 4.69 -2.55 1.66
C 3.21 -1.50 -0.06
C 2.91 -0.19 -0.38
C 1.59 0.18 -0.63
Br 1.26 1.99 -1.13
C 0.50 -0.70 -0.55
O -0.73 -0.33 -0.79
C 0.82 -2.06 -0.24
C 2.14 -2.40 -0.01
C -0.30 -3.10 -0.16
C -1.25 -2.75 0.99
C 0.25 -4.51 0.12
C -1.07 -3.17 -1.49
H 6.65 -1.25 0.34
H 5.45 -0.05 0.84
H 5.67 -0.43 -0.88
H 6.02 -3.45 -0.56
H 4.98 -2.70 -1.78
H 4.33 -3.93 -0.70
H 5.70 -2.91 1.89
H 4.00 -3.38 1.79
H 4.43 -1.78 2.39
H 3.68 0.57 -0.46
H 2.36 -3.43 0.23
H -0.72 -2.77 1.95
H -2.07 -3.48 1.04
H -1.69 -1.76 0.86
H 0.76 -4.56 1.08
H 0.93 -4.84 -0.66
H -0.59 -5.21 0.15
H -1.50 -2.21 -1.74
H -1.87 -3.91 -1.41
H -0.39 -3.47 -2.30
N -3.69 0.02 0.79
C -4.22 -0.67 0.01
C -4.88 -1.50 -0.88
C -5.64 -0.91 -1.92
N -6.26 -0.43 -2.76
C -4.79 -2.90 -0.74
N -4.72 -4.05 -0.62

natural (NBO) population analysis, charges in e, atoms 1 to 4: atom 1 (Hg): 1.549, atom 2 (C): -0.665, atom 3 (C): 0.124, atom 4 (N): -0.475

***

[3]
Here is a molecular structure, C26H30BrN4O3S4Sc from OMol25. Energies are from ωB97M-V with the def2-TZVPD basis set.

- maximum force (eV/A) = 0.68
- molar mass (u) = 699.68
- net charge = 0
- energy above the lowest of the compared OMol25 structures with the same formula, charge and spin (kJ/mol) = 0.0
- orbital gap (eV) = 7.83
- electronic energy (hartree) = -6381.22355

Atoms and positions in Å:
Sc -0.42 -0.44 0.36
C -1.38 1.20 -3.52
C -0.11 1.70 -2.90
C -0.10 2.86 -2.14
C 1.10 3.41 -1.67
C 1.08 4.72 -0.93
C 2.28 2.74 -1.93
C 2.30 1.54 -2.64
C 3.58 0.80 -2.89
C 1.10 1.04 -3.13
H -2.26 1.56 -2.99
H -1.41 0.11 -3.52
H -1.44 1.53 -4.56
H -1.03 3.38 -1.91
H 0.34 4.72 -0.13
H 0.82 5.54 -1.61
H 2.06 4.96 -0.51
H 3.22 3.14 -1.56
H 4.02 1.10 -3.84
H 3.41 -0.28 -2.92
H 4.31 1.00 -2.10
H 1.09 0.11 -3.69
S 0.37 -2.15 -1.28
C 1.89 -1.84 -0.49
S 2.08 -0.26 0.19
C 2.86 -2.81 -0.37
C 2.65 -4.14 -0.84
N 2.45 -5.21 -1.22
C 4.09 -2.51 0.30
N 5.08 -2.27 0.83
S -0.62 1.87 1.60
C 1.02 1.80 2.16
N 1.95 2.54 1.56
C 3.37 2.51 1.91
C 3.53 2.11 3.37
C 2.73 0.84 3.62
N 1.35 1.06 3.20
H 1.67 2.99 0.70
H 3.78 3.50 1.72
H 3.88 1.79 1.27
H 3.17 2.90 4.03
H 4.58 1.94 3.58
H 2.73 0.59 4.68
H 3.15 0.00 3.05
H 0.63 0.45 3.53
Br -7.37 -3.63 0.64
C -6.32 -2.40 -0.34
C -6.84 -1.83 -1.49
C -6.07 -0.93 -2.22
C -4.79 -0.61 -1.79
C -4.28 -1.19 -0.63
C -5.05 -2.10 0.10
C -2.90 -0.86 -0.19
O -2.39 -1.46 0.81
O -2.24 0.01 -0.81
H -7.84 -2.09 -1.82
H -6.47 -0.48 -3.11
H -4.17 0.09 -2.33
H -4.64 -2.55 0.99
C -0.35 -4.01 1.65
S -0.12 -2.77 2.92
C -1.78 -2.79 3.60
O 0.01 -1.44 2.20
H -0.52 -4.97 2.15
H 0.57 -4.06 1.07
H -1.19 -3.71 1.03
H -1.93 -3.77 4.05
H -2.48 -2.58 2.80
H -1.82 -2.03 4.38

Mulliken population analysis, charges in e, atoms 1 to 4: atom 1 (Sc): 0.189, atom 2 (C): -1.688, atom 3 (C): 0.638, atom 4 (C): -0.502

***

Among the records above, which one has the highest maximum force?
C26H30BaClNO5SSe2Te

***

The lowest energy above the lowest of the compared OMol25 structures with the same formula, charge and spin belongs to which entry?
C26H30BrN4O3S4Sc

***

Look up the molar mass of the first one.
926.90 u

***

Among the records above, which one has the lowest energy above the lowest of the compared OMol25 structures with the same formula, charge and spin?
C26H30BrN4O3S4Sc